[1]
Computed, not measured: a single C17H23N3OS molecule, with ωB97M-V/def2-TZVPD.

The total charge is 0. The HOMO energy is -8.152 eV. As for the energy relative to the best compared isomer or geometry (same formula, charge and spin): 55.4 kcal per mole. The orbital gap comes out at 8.81 eV.

Last column: Löwdin charge in e.
Atoms and positions in Å:
C -4.0317 -2.0414 -0.6906  -0.10
C -4.3970 -0.6256 -0.2618  -0.25
C -4.0318 0.4170 -1.3198  -0.19
C -2.5472 0.7724 -1.3061  -0.19
N -2.2349 1.5171 -0.1016  -0.01
C -1.0036 1.7955 0.3982  -0.84
S -0.7927 3.2295 1.2045  0.65
N 0.0071 0.8965 0.2303  -0.05
C 1.3253 1.2711 0.7496  -0.14
C 2.4091 0.4616 0.1377  -0.14
C 3.0473 0.6854 -1.1178  -0.31
C 2.7782 1.7853 -2.0742  -0.01
N 3.9409 -0.2395 -1.3402  0.10
O 3.9329 -1.0828 -0.2762  0.01
C 3.0145 -0.6727 0.6128  -0.27
C 2.8216 -1.4662 1.8502  0.02
C -0.2604 -0.4999 0.2596  -0.25
C 0.2465 -1.3330 -0.7323  -0.02
C 0.0514 -2.7004 -0.6469  -0.07
C -0.6543 -3.2406 0.4159  -0.09
C -1.1776 -2.4089 1.3923  -0.08
C -0.9788 -1.0424 1.3192  -0.01
H -4.2830 -2.7512 0.0936  0.07
H -4.5780 -2.3179 -1.5899  0.07
H -2.9677 -2.1284 -0.8948  0.05
H -5.4714 -0.5814 -0.0739  0.10
H -3.8849 -0.3791 0.6700  0.09
H -4.2942 0.0393 -2.3095  0.11
H -4.6082 1.3295 -1.1496  0.11
H -1.9427 -0.1330 -1.3426  0.10
H -2.3080 1.3790 -2.1923  0.13
H -2.8800 2.2782 0.0754  0.11
H 1.3395 1.1547 1.8418  0.13
H 1.4689 2.3299 0.5194  0.08
H 3.3895 1.6562 -2.9621  0.08
H 3.0116 2.7437 -1.6126  0.09
H 1.7250 1.7933 -2.3512  0.08
H 2.0353 -2.2069 1.7017  0.08
H 3.7436 -1.9847 2.0993  0.09
H 2.5316 -0.8162 2.6718  0.09
H 0.7822 -0.9112 -1.5689  0.13
H 0.4526 -3.3443 -1.4149  0.11
H -0.8015 -4.3081 0.4790  0.11
H -1.7340 -2.8256 2.2183  0.11
H -1.3698 -0.3862 2.0829  0.13

***

[2]
Computed, not measured: 2 unconnected molecules or ions with the total composition C23H42BCl3O7P, with ωB97M-V/def2-TZVPD.

The total charge is -1. The HOMO energy is -4.235 eV. The orbital gap comes out at 5.81 eV.

Last column: Löwdin charge in e.
Atoms and positions in Å:
C 3.5485 0.9894 3.2618  -0.10
C 2.6510 0.0266 3.8149  -0.05
C 1.4508 -1.0727 4.2007  -0.18
C 0.1297 -0.7378 3.2405  -0.19
C -0.4420 -2.0449 2.4328  -0.11
C -0.7142 -1.7630 0.8124  -0.32
C -1.7100 -0.4614 0.7664  -0.12
C -2.3846 -0.2139 -0.7441  -0.14
C -3.9978 -0.4920 -0.7387  -0.33
C -4.4404 -1.9858 -1.2847  -0.12
C -4.9091 0.6237 -1.5166  -0.20
C -4.1849 1.3618 -2.7869  -0.19
C -3.9502 2.9459 -2.3433  -0.12
C -3.2495 3.3893 -1.1021  -0.26
C -3.9252 3.4733 0.4028  -0.11
C -1.6320 3.8032 -1.1798  -0.10
O -1.6766 -2.8722 0.5023  -0.39
P -1.2160 -3.8611 -0.8548  0.38
O 0.2585 -2.9354 -1.1794  -0.31
C 0.5772 -1.8469 -0.2062  -0.33
C 1.0116 -0.3644 -0.8465  -0.08
C 2.5173 -0.3581 -1.4953  -0.17
C 3.5679 0.6563 -0.6885  -0.15
C 4.8782 0.9050 -1.6808  -0.22
O 5.7991 -0.2445 -1.6884  -0.14
C 6.4091 -0.4047 -3.0454  -0.11
O 7.0031 0.6692 -3.6333  -0.09
O 1.7511 -2.1326 0.6416  0.02
B 2.2658 -3.5072 0.4229  -0.51
O 1.8324 -4.6756 1.2661  0.02
O 3.2887 -3.8223 -0.6125  0.03
H 3.9470 1.9197 2.6283  -0.05
H 1.1425 -0.8857 5.3310  0.10
H 1.8088 -2.1836 4.1120  0.11
H -0.7525 -0.2634 3.8891  0.12
H 0.4968 0.1251 2.5075  0.10
H -1.5073 -2.3146 2.8932  0.13
H 0.2086 -3.0200 2.5631  0.12
H -1.0696 0.5101 1.0331  0.10
H -2.5154 -0.5580 1.6121  0.12
H -1.8312 -0.9940 -1.4574  0.11
H -2.0600 0.8667 -1.0523  0.08
H -4.3374 -0.4589 0.4056  0.13
H -4.0951 -2.8401 -0.5262  0.07
H -4.0045 -2.1902 -2.3536  0.08
H -5.6239 -2.1131 -1.3546  0.07
H -5.3887 1.3903 -0.7379  0.11
H -5.8454 0.0350 -1.9647  0.10
H -3.2196 0.8371 -3.1893  0.12
H -4.9398 1.4106 -3.7083  0.10
H -4.4027 3.8131 -3.0233  0.10
H -3.8300 2.3802 0.8734  0.08
H -5.0775 3.7044 0.3747  0.08
H -3.3411 4.1874 1.1240  0.08
H -1.2937 4.2076 -0.1192  0.07
H -0.9670 2.8523 -1.4602  0.08
H -1.5225 4.6798 -1.9502  0.07
H -2.4773 -4.5656 -0.5871  -0.05
H -0.6365 -4.7226 0.1626  -0.03
H -0.7623 -4.9210 -1.7623  -0.06
H -1.9996 -3.2064 -1.8711  -0.04
H 0.2447 -0.1523 -1.7287  0.12
H 0.9438 0.4600 -0.0120  0.12
H 2.9595 -1.4363 -1.6537  0.12
H 2.4288 0.1143 -2.5874  0.11
H 3.0916 1.7351 -0.5051  0.12
H 3.9050 0.2202 0.3513  0.11
H 5.4725 1.8086 -1.1783  0.13
H 4.5603 1.2263 -2.7830  0.14
H 6.4078 -1.4672 -3.5688  0.16
H 1.7389 -5.4465 0.6172  0.11
H 2.8634 -4.1748 -1.4490  0.11
C 4.2641 5.3071 3.6181  -1.51
Cl 4.1306 3.5455 3.7539  0.60
Cl 3.8959 5.8336 1.9669  0.52
Cl 3.1890 6.1039 4.7796  0.51
H 5.2934 5.5932 3.8493  0.02

***

[3]
Computed, not measured: a molecular structure, C46H48F15GeIrN6S, with ωB97M-V/def2-TZVPD.

The total charge is +3. As for the multiplicity: 6. The HOMO energy (alpha / beta) is -15.580 / -15.557 eV. The expectation value of S² is 8.783. The orbital gap (alpha / beta) comes out at 8.18 / 4.10 eV.

Last column: Löwdin spin population.
Atoms and positions in Å:
Ir -0.2473 -0.0447 0.0369  2.82
C 1.2123 -3.3677 0.0499  0.00
C 0.5277 -3.0699 -1.2786  0.01
N -0.5560 -2.0703 -1.2064  0.12
C -1.8788 -2.6571 -0.9648  0.01
C -2.9386 -1.5847 -1.1449  0.01
N -2.6920 -0.4000 -0.3009  0.14
C -3.5848 -0.2814 0.8715  0.01
C -3.3630 -1.3368 1.9442  0.00
C -2.1134 -1.1230 2.7799  0.01
N -0.8594 -1.3358 2.0269  0.13
C 0.2960 -1.5931 2.9152  0.01
C 1.5661 -0.9300 2.4005  0.01
N 1.6902 -1.0221 0.9381  0.12
C 2.2353 -2.3096 0.4514  0.01
H 1.7666 -4.2984 -0.0804  0.00
H 0.4820 -3.5595 0.8430  0.00
H 0.1308 -4.0000 -1.6953  0.00
H 1.2817 -2.6883 -1.9629  0.00
H -0.5904 -1.6120 -2.1152  0.00
H -1.9112 -3.0903 0.0357  0.00
H -2.0825 -3.4712 -1.6663  0.00
H -3.9257 -2.0082 -0.9458  0.00
H -2.9282 -1.2717 -2.1913  0.00
H -2.8668 0.4234 -0.8652  0.00
H -4.6261 -0.3372 0.5390  0.00
H -3.4292 0.7114 1.3007  0.00
H -3.3668 -2.3381 1.5053  0.00
H -4.2150 -1.2991 2.6236  0.00
H -2.1456 -1.8133 3.6282  0.01
H -2.1120 -0.1095 3.1836  0.00
H -0.9964 -2.1646 1.4590  0.00
H 0.4428 -2.6698 3.0225  0.00
H 0.0853 -1.2030 3.9107  0.00
H 2.4262 -1.3835 2.8998  0.00
H 1.5576 0.1301 2.6503  0.00
H 2.3465 -0.3004 0.6486  0.00
H 2.8821 -2.7265 1.2286  0.00
H 2.8542 -2.1012 -0.4216  0.00
C -2.0154 6.3070 3.3266  0.00
C -2.6544 4.9529 3.6864  0.00
C -4.1501 4.9556 3.3330  0.00
C -2.5105 4.7251 5.1934  0.00
C -1.9608 3.8774 2.8747  0.00
C -1.1757 2.8816 3.4533  0.00
C -0.6403 1.8897 2.6554  0.01
N -0.8063 1.8314 1.3342  0.10
C -1.4900 2.8260 0.7406  0.01
C -2.0783 3.8346 1.4834  0.00
C -1.5479 2.7780 -0.7362  0.01
C -2.1293 3.7760 -1.4996  0.00
C -2.1588 3.6960 -2.8924  0.00
C -1.5377 2.5832 -3.4587  0.00
C -0.9752 1.6219 -2.6409  0.01
N -0.9816 1.7019 -1.3099  0.09
C -2.8645 4.7562 -3.7156  0.00
C -2.8136 4.4561 -5.2170  0.00
C -2.2137 6.1228 -3.4572  0.00
C -4.3431 4.7920 -3.2837  0.00
H -2.4530 7.0867 3.9492  0.00
H -2.1851 6.5702 2.2810  0.00
H -0.9398 6.2944 3.5095  0.00
H -4.6617 5.7158 3.9217  0.00
H -4.6045 3.9900 3.5634  0.00
H -4.3246 5.1768 2.2790  0.00
H -3.0665 5.4942 5.7271  0.00
H -1.4713 4.7977 5.5186  0.00
H -2.9240 3.7601 5.4940  0.00
H -0.9834 2.8603 4.5154  0.00
H -0.0523 1.1046 3.1096  0.00
H -2.6393 4.6077 0.9794  0.00
H -2.5708 4.6325 -1.0118  0.00
H -1.4902 2.4508 -4.5288  0.00
H -0.4920 0.7573 -3.0733  0.00
H -1.7885 4.4657 -5.5936  0.00
H -3.3636 5.2242 -5.7579  0.00
H -3.2819 3.4977 -5.4473  0.00
H -1.1500 6.1100 -3.7029  0.00
H -2.3202 6.4360 -2.4172  0.00
H -2.6925 6.8746 -4.0837  0.00
H -4.8210 3.8254 -3.4512  0.00
H -4.8711 5.5390 -3.8753  0.00
H -4.4538 5.0560 -2.2308  0.00
F 3.0777 0.9061 -6.1192  0.00
C 2.8733 -0.4198 -5.9676  0.00
C 3.0421 -0.9805 -4.7150  0.01
C 2.7855 -2.3325 -4.5710  0.00
F 2.9137 -2.8742 -3.3459  0.00
C 2.3815 -3.1213 -5.6283  0.00
F 2.1041 -4.4027 -5.4503  0.00
C 2.2413 -2.5365 -6.8835  0.00
F 1.8474 -3.2665 -7.9029  0.00
C 2.4881 -1.1802 -7.0580  0.00
F 2.3337 -0.6237 -8.2491  0.00
Ge 3.5849 0.0477 -3.1327  0.05
S 1.7662 0.1257 -1.8799  0.22
C 4.1649 1.8884 -3.6576  0.00
C 3.5132 3.0863 -3.4349  0.18
F 2.3824 3.1172 -2.8273  0.08
C 4.0401 4.3385 -3.8734  0.17
F 3.3833 5.4188 -3.6310  0.07
C 5.2339 4.3895 -4.5618  -0.01
F 5.7180 5.5277 -4.9714  -0.02
C 5.9064 3.2004 -4.8204  0.20
F 7.0076 3.2138 -5.4700  0.09
C 5.3541 1.9688 -4.3569  0.18
F 5.9863 0.8717 -4.6210  0.07
C 5.0932 -0.7592 -2.1611  0.00
C 5.8863 -1.7869 -2.6493  0.00
F 5.6422 -2.2943 -3.8587  0.00
C 6.9437 -2.2939 -1.9094  0.00
F 7.6720 -3.2906 -2.3792  0.00
C 7.2305 -1.7499 -0.6631  0.00
F 8.2224 -2.2316 0.0514  0.00
C 6.4679 -0.6992 -0.1636  0.00
F 6.7352 -0.1752 1.0243  0.00
C 5.4170 -0.2262 -0.9235  0.00
F 4.6595 0.7861 -0.4497  0.00

***

[4]
Computed, not measured: 3 unconnected molecules or ions with the total composition C16H22F16NO3, with ωB97M-V/def2-TZVPD.

The total charge is +1. The HOMO energy is -13.239 eV. As for the energy relative to the best compared isomer or geometry (same formula, charge and spin): 0.0 kcal per mole. The orbital gap comes out at 9.89 eV.

Last column: Löwdin charge in e.
Atoms and positions in Å:
O 2.2052 0.9937 0.3037  -0.09
C 2.5162 1.2295 -1.0726  -0.23
C 1.6842 0.3679 -2.0764  -0.12
C 0.1565 0.7489 -2.1716  -0.23
C -0.2281 2.2734 -1.9147  -0.10
C -1.7099 2.2900 -1.3257  -0.08
N -1.6515 1.0342 -0.4843  0.05
C -0.8372 -0.0244 -1.1748  -0.06
H 1.3948 1.4400 0.5640  0.08
H 3.5991 0.9919 -1.1875  0.12
H 2.4281 2.3145 -1.3409  0.12
H 2.1278 0.5485 -3.0884  0.13
H 1.8292 -0.7152 -1.8413  0.13
H -0.1656 0.3380 -3.1596  0.14
H -0.0474 2.9221 -2.7992  0.14
H 0.3277 2.7395 -1.0588  0.11
H -1.7228 3.1543 -0.6235  0.14
H -2.5472 2.3450 -2.0489  0.14
H -2.6346 0.8290 -0.2719  0.16
H -1.1106 1.2749 0.3486  0.17
H -0.3475 -0.6773 -0.4189  0.15
H -1.5754 -0.5423 -1.8308  0.14
C 7.2478 0.3877 2.9524  -0.03
C 6.9713 0.0520 4.4404  -0.44
C 6.9230 -1.4247 4.8552  -0.31
F 5.9681 -2.1263 4.2254  0.10
F 6.6535 -1.5177 6.1786  0.10
F 5.8476 0.6971 4.8246  0.13
F 7.9887 0.6136 5.1503  0.11
O 6.1393 0.6889 2.0805  0.03
C 5.4187 -0.3319 1.4465  -0.51
C 3.9623 -0.4051 1.9254  -0.30
F 3.8699 -0.5678 3.2596  0.10
F 3.3282 -1.4618 1.3577  0.09
F 6.0766 -1.4944 1.5547  0.15
F 5.4170 -0.0278 0.1285  0.13
H 7.8066 1.3246 2.9755  0.15
H 7.9266 -0.3348 2.4973  0.14
H 7.8843 -1.9116 4.6747  0.17
H 3.4197 0.5034 1.6602  0.14
C -7.6573 -1.1854 -1.8732  -0.02
C -6.9875 0.0089 -2.6028  -0.44
C -5.7912 -0.2765 -3.5217  -0.30
F -4.7447 -0.8379 -2.8858  0.08
F -5.3297 0.8871 -4.0497  0.09
F -6.6706 0.9534 -1.6853  0.12
F -7.9474 0.5584 -3.3919  0.12
O -7.2955 -1.4581 -0.5054  0.04
C -6.1673 -2.2297 -0.2044  -0.53
C -5.0882 -1.4145 0.5183  -0.27
F -4.7148 -0.3241 -0.1936  0.07
F -3.9764 -2.1616 0.7065  0.10
F -5.7154 -2.8455 -1.3059  0.15
F -6.5818 -3.2021 0.6208  0.17
H -8.7127 -0.9173 -1.8037  0.15
H -7.6358 -2.0915 -2.4803  0.15
H -6.0811 -0.9273 -4.3492  0.18
H -5.4432 -1.0757 1.4931  0.18